The following is a DFT calculation (ωB97M-V/def2-TZVPD) of a 3-piece molecular cluster, C6H15NO2 overall.

Atoms and positions in Å:
O (1.685524, -2.249985, 1.480952)
O (3.582155, -0.389296, 0.224955)
N (0.381450, -2.184141, -0.781457)
C (0.016876, 0.140030, -1.296771)
C (-1.835355, 1.235336, -0.364234)
C (-1.228333, 1.776421, 0.699356)
C (-1.057934, 1.082573, -1.669660)
C (-1.826873, 1.821657, 2.072252)
C (-0.318329, -1.214284, -1.339582)
H (1.811458, -3.170978, 1.237259)
H (-1.281363, -1.504146, -1.748015)
H (-1.676189, 0.805399, -2.515780)
H (-2.887598, 0.971431, -0.414842)
H (-0.183679, 2.066499, 0.604261)
H (1.245553, -1.896004, -0.329339)
H (2.545773, -1.851008, 1.668993)
H (0.368163, -3.084045, -1.247089)
H (-0.757726, 2.067662, -2.029103)
H (-1.962970, 0.841642, 2.473974)
H (-1.293380, 2.546337, 2.680016)
H (0.945140, 0.406832, -0.828373)
H (3.935423, 0.019723, -0.580527)
H (-2.857984, 2.171468, 2.002684)
H (2.650198, -0.409122, 0.000071)

Force components x, y, z for each atom (eV/Å):
O -0.031 0.511 -0.074
O -0.145 0.214 -0.705
N 0.539 0.740 -1.596
C -1.115 -0.824 -0.068
C 0.239 0.425 -0.655
C -0.143 -1.041 0.368
C 0.020 1.668 -0.433
C -0.660 1.408 -0.983
C -0.647 -0.147 0.447
H 0.407 -0.118 0.396
H 0.157 0.012 -0.394
H -0.206 -0.913 0.148
H 0.125 -0.256 0.427
H -0.081 0.089 -0.025
H -0.053 -0.609 0.415
H 0.141 -0.425 0.131
H -0.268 -0.250 0.543
H 0.690 0.002 0.386
H 0.589 -0.666 0.605
H 0.052 -0.439 0.421
H 0.210 0.490 0.002
H 0.485 -0.092 0.375
H -0.090 0.244 -0.082
H -0.214 -0.023 0.353

## Properties
Total charge = +1
⟨S²⟩ = 0.76
2S+1 = 2
HOMO energy (alpha / beta) = -13.091 / -13.292 eV

The following is a DFT calculation (ωB97M-V/def2-TZVPD) of one molecule with the formula C6H15NO3.

Atoms and positions in Å:
O (-1.745100, 0.375923, -0.235862)
O (0.909384, 1.002328, 1.005219)
O (-0.303517, 2.558636, -0.840930)
N (-0.280612, -0.691587, 2.561294)
C (-0.455291, 0.139359, -0.826990)
C (0.191587, -1.308664, 1.300130)
C (-0.803115, -2.358964, 0.814047)
C (1.324723, 1.424305, -2.204682)
C (-0.094984, 1.395457, -1.658303)
C (0.577658, -0.201533, 0.269939)
H (1.123222, -1.830216, 1.555130)
H (-0.555126, -0.720066, -1.500010)
H (1.506409, -0.515961, -0.220947)
H (0.264186, 2.424493, -0.048364)
H (-0.433919, -1.432090, 3.248995)
H (-1.211564, -0.298413, 2.386620)
H (-0.501015, -2.775855, -0.151213)
H (-1.789147, 1.347560, -0.103245)
H (2.061816, 1.568062, -1.407260)
H (1.565674, 0.509943, -2.753523)
H (0.687072, 0.771604, 1.938290)
H (-1.815142, -1.953137, 0.712260)
H (-0.865367, -3.187263, 1.529258)
H (1.446803, 2.278403, -2.880250)
H (-0.804638, 1.477676, -2.489603)

Force components x, y, z for each atom (eV/Å):
O 0.347 0.344 -0.036
O -0.143 -0.708 0.194
O 0.030 -0.234 0.129
N -0.478 0.000 -0.225
C -0.393 0.195 0.509
C -0.297 -0.275 0.215
C -0.079 -0.135 -0.330
C 0.174 0.044 -0.143
C 0.466 0.246 0.483
C 0.146 0.653 0.138
H -0.092 0.165 -0.015
H 0.008 0.060 0.080
H -0.154 -0.102 -0.111
H -0.346 0.037 -0.446
H 0.270 0.318 -0.163
H 0.287 -0.090 0.008
H -0.050 -0.049 0.043
H 0.082 -0.549 -0.114
H -0.178 -0.191 0.011
H 0.018 0.027 0.007
H 0.123 0.273 -0.346
H 0.247 0.114 -0.085
H 0.154 0.116 -0.083
H -0.138 -0.195 0.055
H -0.006 -0.065 0.227

## Properties
HOMO energy = -9.740 eV

The following is a DFT calculation (ωB97M-V/def2-TZVPD) of C6H15NO3P as an isolated structure.

Atoms and positions in Å:
P (-3.198960, 0.214195, 0.076721)
O (-3.871895, 0.658964, 1.283077)
O (-3.511716, 0.759456, -1.271220)
O (-2.855953, -1.322438, 0.184422)
N (0.464317, -0.838114, -0.445320)
C (1.530600, 1.064639, 0.929891)
C (-2.025341, -1.869353, -0.788237)
C (0.400934, 0.495601, -0.006823)
C (-0.849731, 1.052683, 0.776690)
C (0.954025, -1.670712, 0.606763)
C (0.340749, 1.318714, -1.290680)
H (-0.967920, -1.460445, -0.661042)
H (-0.789741, 2.132001, 0.929399)
H (0.538876, 2.387939, -1.022617)
H (-1.683642, 0.676395, 0.251075)
H (-2.302732, -1.517334, -1.839626)
H (-0.593772, 1.287826, -1.743737)
H (-0.877351, 0.492067, 1.653762)
H (0.972343, -1.218866, 1.643796)
H (1.499942, 0.495598, 1.856496)
H (1.976584, -2.017599, 0.383413)
H (1.139199, 2.071137, 1.228620)
H (2.531789, 1.182248, 0.515876)
H (0.411270, -2.632568, 0.700956)
H (-2.052475, -2.895458, -0.684425)
H (1.102711, 0.854635, -2.033406)

Force components x, y, z for each atom (eV/Å):
P -3.399 -0.617 -1.298
O -0.063 0.450 1.102
O 1.137 -0.603 0.837
O -0.934 1.617 0.881
N 0.735 0.374 1.537
C -1.352 0.936 0.253
C 1.064 1.442 -2.981
C 0.480 1.716 -1.514
C 2.618 -0.224 0.364
C 0.267 -0.878 0.484
C 3.309 0.536 -0.231
H -0.344 -0.349 -0.078
H -0.774 -0.283 -0.176
H 0.117 -0.534 -0.634
H -0.474 0.211 -1.503
H -0.103 -0.695 1.233
H -1.864 -0.280 -0.834
H -0.334 -0.523 2.046
H -0.112 -0.631 -0.789
H 0.588 0.021 0.018
H 0.300 0.076 0.337
H 0.887 -0.443 -0.208
H -0.083 -0.351 -0.133
H -0.326 0.123 0.025
H -0.269 -2.240 0.046
H -1.072 1.152 1.214

## Properties
Total charge = -1
HOMO energy = -2.563 eV

The following is a DFT calculation (ωB97M-V/def2-TZVPD) of C6H15NO6SSn as an isolated structure.

Atoms and positions in Å:
Sn (2.696169, 0.219280, 0.442344)
S (4.957947, -1.413544, -1.976446)
O (4.795171, -0.023866, -1.469932)
O (6.288240, -1.835185, -1.510700)
O (1.068761, 2.415817, -0.447548)
O (4.769259, -1.418956, -3.420469)
O (3.889582, -2.210387, -1.292090)
O (-2.660018, -2.436638, 1.881154)
N (-0.416052, 0.111733, 0.432755)
C (-1.979391, -1.806363, 0.822695)
C (-0.888493, -0.889788, 1.368525)
C (-4.018167, -2.634445, 1.687852)
C (-0.389709, 2.419490, -0.374150)
C (1.492636, 3.126502, -1.574371)
C (-0.762581, 1.466651, 0.805244)
H (-0.706324, 3.422088, -0.081671)
H (-0.516244, 1.821386, 1.806153)
H (-0.889738, 2.161480, -1.306987)
H (-1.479151, -0.411361, 2.156268)
H (1.127592, 2.949027, -2.589677)
H (-0.071657, -1.367914, 1.910936)
H (-4.197040, -3.236012, 0.791680)
H (-1.681592, -2.651135, 0.194600)
H (-4.468251, -3.245063, 2.472986)
H (-1.855861, 1.530981, 0.893572)
H (1.415920, 4.200582, -1.392207)
H (2.528141, 2.796471, -1.694776)
H (-0.739418, -0.134226, -0.493448)
H (-2.658938, -1.183556, 0.231804)
H (-4.650794, -1.743049, 1.725905)

Force components x, y, z for each atom (eV/Å):
Sn 1.643 -1.310 -2.854
S 1.622 -2.291 -0.755
O -2.104 3.731 2.388
O -0.911 0.050 -0.520
O -2.088 -1.040 -0.530
O -0.023 -0.036 0.528
O -1.393 0.337 1.140
O 0.459 0.649 1.241
N 1.540 -0.511 0.421
C -0.130 -0.965 -0.582
C -0.968 -0.195 1.248
C -1.258 -0.904 -0.113
C 0.861 -0.228 2.673
C 2.298 0.729 -0.730
C -1.837 0.856 -2.073
H 0.006 0.164 -0.195
H 1.190 -0.336 -0.173
H 0.337 -0.318 -0.125
H 0.283 0.372 0.166
H -1.108 -0.674 0.441
H -0.019 -0.455 -0.331
H -0.126 0.360 -0.346
H 0.628 0.410 -0.444
H 0.687 -0.103 0.356
H -0.294 0.055 -0.234
H 0.172 0.014 0.028
H 0.271 0.693 0.050
H 0.009 0.400 -0.169
H -0.126 0.130 -0.001
H 0.379 0.418 -0.503

## Properties
HOMO energy = -7.545 eV

The following is a DFT calculation (ωB97M-V/def2-TZVPD) of one molecule with the formula C6H15NS.

Atoms and positions in Å:
S (-0.307459, -2.821007, 1.472829)
N (0.442970, 0.834622, -0.354661)
C (-0.257015, -1.139616, 1.808595)
C (-1.418701, -0.411422, 1.032514)
C (-1.019349, 0.800571, 0.138020)
C (1.769273, 2.623222, -1.135404)
C (0.463366, 1.795075, -1.434281)
C (0.474912, 1.111576, -2.823011)
H (-1.106704, 1.737048, 0.644700)
H (-0.452167, 2.391784, -1.567892)
H (0.123264, -0.600656, 2.661153)
H (1.617024, 1.061361, -3.153841)
H (-0.324217, -3.159379, 2.841646)
H (0.160891, 1.696716, -3.689763)
H (0.003609, 0.121230, -2.909857)
H (-1.727783, 0.754212, -0.721052)
H (-1.922281, -0.997543, 0.321482)
H (1.616724, 3.515670, -0.503236)
H (0.719540, -0.171996, -0.596563)
H (2.062129, 3.141816, -2.128840)
H (-2.146777, -0.123142, 1.797323)
H (0.573510, -0.723644, 1.136871)
H (2.546881, 1.973842, -0.733366)

Force components x, y, z for each atom (eV/Å):
S 0.166 -2.419 2.763
N -2.927 -2.298 1.168
C 1.310 4.161 -4.507
C 0.717 1.533 1.616
C 1.221 -0.879 -0.150
C -0.933 1.790 -2.751
C 1.443 -0.012 -1.196
C 3.687 -0.046 -1.404
H -0.400 0.650 0.323
H 0.331 0.199 1.310
H -0.705 -0.774 1.176
H -2.025 -0.744 0.817
H -0.065 -0.233 -1.625
H -0.712 0.405 0.456
H 0.191 0.333 0.382
H 0.465 0.357 0.379
H -0.466 -1.734 -0.346
H -0.186 -0.773 0.283
H -0.448 2.122 -0.341
H 0.108 -1.018 1.367
H -0.266 0.262 -0.395
H -0.426 -1.032 0.923
H -0.080 0.148 -0.248

## Properties
HOMO energy = -8.588 eV